A structure of composition C59H41BrF7N3O2PRbSb, computed with ωB97M-V with the def2-TZVPD basis set.

Properties
Lowest unoccupied orbital energy ... -2.6 eV
Maximum force ... 0.950 eV/A
Frontier orbital gap ... 8.015 eV

Structure (ORCA input):
```
! wB97M-V def2-TZVPD RIJCOSX def2/J DEFGRID3
* xyz 1 1
Rb -0.24 0.30 -0.27
C 1.93 -4.32 2.15
O 0.76 -3.81 2.79
C 0.37 -2.71 2.10
N 1.09 -2.35 1.11
C 2.25 -3.26 1.06
C 2.55 -3.96 -0.25
C 1.57 -4.21 -1.20
C 1.85 -4.97 -2.33
C 3.13 -5.47 -2.52
C 4.11 -5.23 -1.58
C 3.82 -4.49 -0.44
C -0.82 -2.04 2.67
C -1.29 -2.52 3.90
C -2.36 -1.89 4.49
C -2.93 -0.81 3.85
C -2.40 -0.41 2.62
N -1.37 -1.00 2.04
C -3.01 0.77 1.97
N -2.50 1.45 1.03
C -3.37 2.60 0.79
C -4.59 2.33 1.71
O -4.19 1.18 2.47
C -3.72 2.83 -0.66
C -4.62 3.85 -0.98
C -4.85 4.20 -2.30
C -4.17 3.54 -3.32
C -3.31 2.51 -3.01
C -3.09 2.14 -1.69
H 1.70 -5.29 1.72
H 2.72 -4.43 2.89
H 3.12 -2.67 1.33
H 0.58 -3.81 -1.05
H 1.07 -5.16 -3.05
H 3.35 -6.07 -3.40
H 5.11 -5.63 -1.72
H 4.59 -4.32 0.30
H -0.80 -3.36 4.36
H -2.74 -2.23 5.45
H -3.77 -0.27 4.27
H -2.83 3.48 1.13
H -5.50 2.09 1.16
H -4.79 3.15 2.40
H -5.13 4.38 -0.19
H -5.53 5.00 -2.53
H -4.32 3.83 -4.36
H -2.79 1.98 -3.80
H -2.44 1.31 -1.46
F 3.67 -2.75 -6.39
C 2.62 -2.47 -5.64
C 1.34 -2.76 -6.09
F 1.16 -3.32 -7.27
C 0.25 -2.46 -5.29
F -0.94 -2.76 -5.80
C 0.36 -1.86 -4.04
P -1.11 -1.40 -2.98
C -1.99 -3.01 -2.77
C -2.70 -3.68 -3.76
C -3.23 -4.94 -3.50
C -3.08 -5.53 -2.25
C -2.44 -4.83 -1.24
C -1.91 -3.57 -1.49
C -2.13 -0.53 -4.22
C -1.55 0.28 -5.20
C -2.34 0.98 -6.09
C -3.72 0.89 -6.01
C -4.31 0.13 -5.01
C -3.52 -0.56 -4.11
C 1.67 -1.57 -3.63
Br 2.06 -0.76 -1.97
C 2.77 -1.87 -4.41
F 4.00 -1.60 -3.97
H -2.88 -3.23 -4.72
H -3.77 -5.46 -4.28
H -3.47 -6.52 -2.07
H -2.37 -5.25 -0.24
H -1.46 -3.01 -0.69
H -0.47 0.36 -5.26
H -1.89 1.59 -6.86
H -4.34 1.40 -6.74
H -5.39 0.08 -4.93
H -3.98 -1.15 -3.32
F -1.71 5.65 -7.53
C -1.26 5.19 -6.35
C -0.42 4.10 -6.34
C 0.01 3.62 -5.11
C -0.38 4.23 -3.92
C -1.21 5.34 -3.98
C -1.66 5.83 -5.20
Sb 0.32 3.32 -2.11
C 2.37 3.86 -2.49
C 3.37 2.89 -2.41
C 4.69 3.19 -2.72
C 4.99 4.48 -3.12
F 6.26 4.78 -3.43
C 4.02 5.47 -3.21
C 2.71 5.14 -2.90
C -0.11 4.89 -0.72
C 0.90 5.37 0.10
C 0.63 6.32 1.08
C -0.67 6.76 1.23
F -0.95 7.67 2.18
C -1.70 6.29 0.44
C -1.41 5.35 -0.54
H -0.12 3.64 -7.27
H 0.69 2.77 -5.08
H -1.51 5.85 -3.07
H -2.30 6.70 -5.26
H 3.13 1.88 -2.09
H 5.47 2.45 -2.67
H 4.31 6.46 -3.53
H 1.95 5.91 -2.98
H 1.92 5.02 -0.02
H 1.40 6.71 1.73
H -2.71 6.67 0.59
H -2.22 4.97 -1.16
*
```

Atomic partial charges in e from the Löwdin method, atoms 1 to 8: 0.55, -0.06, 0.00, -0.31, 0.15, -0.24, -0.22, -0.06